# C14H20BrNO

A single C14H20BrNO molecule at a distorted geometry (wB97M-V/def2-TZVPD, OMol25).

The geometry in ORCA input format:
```
! RIJCOSX wB97M-V def2-TZVPD def2/J DEFGRID3
* xyz 0 1
C -1.35229 2.26628 5.01355
C 0.03015 1.76350 4.77762
C 0.36658 1.15925 3.33834
C 1.69696 0.59175 3.49816
N 1.88680 -0.01100 2.24281
C 2.55907 0.82390 1.18468
C 4.06707 1.01669 1.04234
C 1.79319 -1.12814 1.81512
O 1.35485 -1.87675 2.71856
C 1.89488 -1.72872 0.40190
C 1.05944 -1.36001 -0.53146
C 1.35942 -0.71762 -1.74963
C 0.09253 -0.13543 -2.61256
C -1.06453 -0.42096 -2.25208
Br -2.41851 0.28743 -3.52884
C -1.41267 -0.70659 -0.97823
C -0.49480 -1.37372 -0.00822
H -1.48876 3.17174 4.36548
H -1.91262 1.44367 4.75315
H -1.39861 2.89917 5.95681
H 0.85235 2.51215 5.07796
H 0.16122 1.06157 5.71686
H 0.18418 2.00691 2.72532
H -0.46713 0.61764 3.31797
H 2.61975 1.33948 3.56628
H 1.90238 -0.11063 4.10892
H 2.42880 0.87607 -0.02900
H 2.09696 1.94350 1.34232
H 4.30160 1.82589 0.45786
H 4.61917 -0.00389 0.79320
H 4.40833 1.24152 2.22604
H 3.01104 -1.66774 0.16375
H 1.95168 -2.94573 0.46881
H 2.27692 -0.66652 -2.08818
H 0.46456 -0.06756 -3.57135
H -2.54175 -0.89263 -0.57036
H -0.87585 -1.64127 0.90338
*
```

Output
ΔE to the lowest compared entry with this formula, charge and spin ... 1127.8 kJ/mol
SMILES string ... CCCCN(CC)C(=O)Cc1ccc(Br)cc1
Electronic energy ... -88411.9389 eV
Frontier orbital gap ... 9.17 eV
M ... 298.22 g/mol
F_max ... 13.2 eV/A